Entry from OMol25: a cluster of 2 separate species, C3H7N3O in total in a non-equilibrium geometry (ωB97M-V/def2-TZVPD).

Geometry (Å):
O (0.0840, 2.1643, -0.9856)
N (2.4994, -1.2138, 0.6805)
C (-1.5354, -0.5467, 0.7515)
H (-1.6923, -1.0276, -0.2451)
H (-0.6373, 1.4771, 1.1087)
H (1.3677, -0.1240, -2.0319)
C (1.9818, -0.6708, -0.2628)
C (-0.5933, 1.2034, -0.8224)
H (-2.4923, -0.3482, 1.2588)
H (-0.9097, -1.1218, 1.4767)
H (-1.0760, 0.7154, -1.7134)
N (1.1618, -0.5346, -1.1501)
H (2.7721, -0.7807, 1.5549)
N (-0.9307, 0.8080, 0.3802)

Values from the calculation:
- HOMO-LUMO gap: 10.30 eV
- Max |F|: 4.10 eV Å⁻¹
- LUMO level: 0.77 eV
- E_HOMO: -9.534 eV
- Total energy: -9741.00188 eV

Atom charges from the natural (NBO) analysis, given in e for atoms 1 to 6: atom 1 (O): -0.6430, atom 2 (N): -0.7138, atom 3 (C): -0.4146, atom 4 (H): 0.2199, atom 5 (H): 0.3980, atom 6 (H): 0.4047